Computed, not measured: a structure of composition C22H33Br2I2N2OPRh, with the ωB97M-V functional and the def2-TZVPD basis.

Values from the calculation:
Energy above the lowest of the compared OMol25 structures with the same formula, charge and spin: 16.3 kJ/mol
HOMO energy (alpha / beta): -10.53 / -10.53 eV
Kohn-Sham gap (alpha / beta): 6.64 / 6.64 eV
Net charge: +1

```
64
Properties=species:S:1:pos:R:3:lowdin_charge:R:1
I -4.07267 -0.17988 -3.68500 0.9786
I -1.36100 5.12758 -4.28082 0.9735
Rh -2.12786 0.40668 0.97594 0.8063
Br -3.98064 1.08190 2.99990 0.6746
Br -3.39193 -1.85277 1.91449 0.7275
P 0.86135 -0.87796 0.45699 0.9782
O -3.19358 0.39079 -0.65107 -0.2837
N -1.85450 2.32281 0.41688 -0.0351
N -0.39607 -0.15290 1.19067 -0.3368
C -3.09130 1.42217 -2.81312 -0.6512
C 0.03226 -0.65468 -2.19619 -0.0706
C -0.75314 4.42068 0.39415 -0.0228
C -1.20609 3.27122 1.05599 -0.1070
C 1.47269 -1.43234 3.12449 -0.0848
C 0.49817 -3.27430 1.79498 -0.0898
C -1.05572 -2.43716 -0.90349 -0.0931
C 1.48841 -2.10377 1.73650 -0.5973
C -1.67675 3.55847 -1.66380 -0.1989
C 2.18658 0.41121 0.06509 -0.5975
C -2.11736 2.45294 -0.91883 -0.1628
C 1.50209 1.65169 -0.52598 -0.0845
C 2.88787 -2.64076 1.41325 -0.0652
C 1.32129 -2.73768 -1.64047 -0.0633
C 2.81910 0.85622 1.39102 -0.0871
C -1.97786 3.56765 -3.05069 -0.6690
C -4.44661 -0.78282 3.14397 -0.9513
C -2.66653 2.52105 -3.59986 -0.1958
C 3.28717 -0.08654 -0.88169 -0.0682
C -2.83624 1.38207 -1.46931 -0.4462
C -0.96726 4.55142 -0.95245 -0.0061
C 0.28882 -1.72666 -1.12653 -0.5822
H 0.67006 1.96298 0.09971 0.0409
H -0.62474 0.13278 -1.82967 0.0611
H 3.43751 1.73447 1.19015 0.0943
H -2.89377 2.52264 -4.65706 0.0863
H 1.14405 1.51236 -1.54033 0.0653
H -0.47333 -1.13344 -3.03871 0.0954
H -0.23004 5.18276 0.95360 0.1198
H 0.76041 -3.89315 2.65590 0.0954
H -0.52547 -2.92704 1.93495 0.0433
H 4.06719 0.67777 -0.93920 0.0979
H 2.06173 1.14452 2.12210 0.0825
H -1.03912 3.12404 2.11582 0.1264
H 1.40878 -3.60427 -0.98720 0.0702
H 3.46729 0.10089 1.82556 0.0632
H 2.94507 -3.10399 0.43007 0.0680
H -5.48710 -0.89416 2.87348 0.0143
H -1.82040 -1.74603 -0.55739 0.0135
H 2.33477 -0.79662 3.29649 0.0636
H 1.49172 -2.22073 3.88074 0.0916
H 3.65542 -1.87390 1.47915 0.0652
H 3.75914 -1.00346 -0.53318 0.0677
H 0.54834 -3.91032 0.91346 0.0674
H 2.23347 2.46456 -0.54562 0.0990
H 2.30895 -2.30642 -1.78104 0.0652
H -0.59049 5.41568 -1.48442 0.0771
H 3.13271 -3.40835 2.15215 0.1006
H -1.39317 -2.81690 -1.87130 0.0986
H 0.56756 -0.84486 3.27782 0.0643
H 2.92275 -0.24820 -1.89457 0.0688
H 0.97897 -3.09973 -2.61353 0.1015
H -0.99785 -3.27880 -0.22088 0.0602
H -4.24094 -1.11364 4.15228 0.0130
H 0.94780 -0.20780 -2.57438 0.0702
```